78
Properties=species:S:1:pos:R:3:forces:R:3:mulliken_charge:R:1 method="wB97M-V/def2-TZVPD" homo_ev=-17.64 multiplicity=1 de_lowest_kcal_mol=11.1 charge=+3
Pt 0.024 0.811 -1.899 0.14 -0.29 -0.22 0.888
C -1.841 3.129 -3.904 0.06 0.03 -0.04 -1.622
C -2.376 2.506 -2.673 0.02 -0.03 0.08 0.488
N -1.719 1.760 -1.783 -0.17 0.05 -0.16 -0.366
C -2.577 1.503 -0.712 -0.07 0.00 0.08 -0.354
C -3.775 2.099 -0.994 0.04 0.02 0.03 0.170
N -3.614 2.697 -2.210 -0.01 0.00 0.06 -0.057
C -5.149 2.278 -0.372 0.02 -0.05 0.01 0.544
O -5.361 1.803 0.831 0.02 0.01 -0.01 -0.502
O -5.957 2.847 -1.044 0.00 0.03 0.00 -0.510
C -2.163 0.870 0.557 0.08 -0.03 -0.28 0.803
O -2.887 0.824 1.520 -0.08 -0.06 0.18 -0.704
O -0.917 0.395 0.554 -0.01 0.31 0.03 -0.375
H -0.840 2.761 -4.120 -0.01 0.01 0.01 0.330
H -1.768 4.208 -3.755 -0.02 0.00 -0.02 0.407
H -2.500 2.958 -4.755 0.00 -0.02 -0.01 0.442
H -4.375 3.224 -2.636 0.00 0.00 0.00 0.318
H -4.561 1.396 1.217 -0.03 0.01 0.01 0.450
C -0.240 3.174 3.122 -0.07 -0.04 -0.24 -1.708
C -0.186 1.769 3.693 0.16 -0.06 0.58 1.402
C 0.979 1.617 4.687 0.13 -0.04 -0.17 -1.496
C -1.481 1.384 4.401 -0.05 -0.12 -0.16 -1.535
Sb 0.326 0.267 2.162 -0.28 0.40 -0.15 1.688
C 0.073 -1.893 2.606 0.22 1.02 -0.31 1.456
C 0.290 -2.573 1.265 -0.13 -0.48 0.21 -1.867
C -1.366 -1.956 3.084 -0.03 -0.58 0.08 -1.447
C 1.123 -2.212 3.655 -0.16 -0.58 0.03 -1.560
C 1.946 0.948 0.855 0.16 -0.21 -0.05 1.414
C 1.555 2.245 0.155 -0.17 0.05 -0.04 -1.077
C 3.183 1.209 1.726 -0.06 0.02 0.09 -1.638
C 2.310 -0.110 -0.191 0.10 0.07 -0.03 -1.257
H -0.502 3.848 3.940 -0.02 0.01 0.03 0.555
H -1.009 3.288 2.355 0.01 0.02 0.01 0.270
H 0.721 3.511 2.735 0.00 0.00 0.03 0.353
H 0.771 2.249 5.553 -0.05 0.06 -0.01 0.495
H 1.938 1.939 4.279 -0.02 -0.01 0.03 0.325
H 1.077 0.598 5.069 0.00 0.00 0.01 0.350
H -1.669 2.147 5.159 0.01 0.04 0.02 0.550
H -1.393 0.433 4.925 0.01 0.00 0.01 0.357
H -2.342 1.346 3.741 -0.04 0.03 -0.01 0.268
H -0.354 -2.176 0.479 0.03 0.05 -0.02 0.359
H 0.015 -3.626 1.390 0.01 0.00 0.00 0.651
H 1.332 -2.558 0.956 0.00 -0.01 -0.02 0.325
H -2.074 -1.470 2.412 0.02 0.04 0.00 0.291
H -1.488 -1.570 4.093 -0.01 0.07 -0.01 0.370
H -1.650 -3.014 3.113 0.00 0.01 0.05 0.554
H 2.141 -2.002 3.324 0.01 0.05 -0.01 0.339
H 1.076 -3.289 3.848 0.02 0.01 0.04 0.478
H 0.927 -1.720 4.607 0.03 0.07 0.00 0.354
H 1.274 3.048 0.834 0.09 0.00 0.02 0.212
H 0.653 2.185 -0.509 0.05 -0.03 0.05 0.015
H 2.389 2.595 -0.456 -0.01 -0.01 -0.05 0.507
H 3.027 2.039 2.415 0.01 0.00 -0.01 0.400
H 4.023 1.476 1.082 0.03 0.01 0.00 0.488
H 3.483 0.333 2.304 0.01 -0.02 -0.01 0.400
H 1.555 -0.267 -1.001 -0.07 -0.06 0.09 -0.281
H 2.459 -1.111 0.206 0.09 0.03 0.04 0.262
H 3.233 0.191 -0.692 -0.01 0.03 -0.04 0.541
C 3.382 -4.964 -2.930 0.03 -0.05 0.01 -1.515
C 2.392 -3.850 -3.004 -0.03 0.07 -0.01 0.813
C 1.034 -4.096 -2.754 0.01 0.01 0.01 -0.752
C 0.088 -3.099 -2.867 -0.01 0.04 0.09 -0.658
C 0.518 -1.827 -3.251 0.03 0.08 -0.09 0.403
C 1.866 -1.541 -3.505 0.00 -0.05 -0.01 -0.306
C 2.792 -2.556 -3.365 -0.05 0.00 0.01 -1.016
S -0.682 -0.584 -3.461 0.20 0.14 0.12 0.904
C -0.465 0.005 -5.122 -0.03 0.00 0.03 -1.029
O -2.034 -1.025 -3.241 -0.14 -0.03 0.02 -0.591
H 3.260 -5.616 -3.800 0.01 0.00 0.00 0.352
H 3.214 -5.581 -2.047 0.01 0.00 -0.01 0.403
H 4.406 -4.600 -2.926 0.01 -0.01 0.00 0.390
H 0.717 -5.098 -2.492 0.00 -0.01 0.00 0.500
H -0.963 -3.294 -2.699 -0.01 -0.01 -0.01 0.580
H 2.189 -0.561 -3.839 0.00 0.02 0.00 0.375
H 3.835 -2.360 -3.575 0.01 0.00 0.00 0.460
H -0.848 -0.803 -5.748 0.03 -0.03 -0.01 0.438
H 0.589 0.187 -5.317 0.02 0.04 0.00 0.407
H -1.060 0.902 -5.263 -0.04 -0.01 0.03 0.329